1.
Formula: C24H51FO12P2S
Source: the Open Molecules 2025 dataset
Level of theory: ωB97M-V with the def2-TZVPD basis set

Positions of all 91 atoms, in Å:
C -3.882 -8.245 -0.803
C -2.772 -7.363 -1.331
O -3.202 -5.996 -1.457
C -3.214 -5.142 -0.416
C -2.824 -5.600 0.955
O -3.611 -4.019 -0.637
H -4.187 -7.953 0.201
H -3.546 -9.283 -0.777
H -4.754 -8.180 -1.454
H -1.875 -7.419 -0.715
H -2.494 -7.644 -2.345
H -3.746 -5.895 1.458
H -2.396 -4.760 1.495
H -2.130 -6.433 0.987
C -8.808 -3.597 3.219
C -7.316 -3.719 3.440
O -6.813 -5.004 3.053
C -6.486 -5.303 1.780
C -6.811 -4.338 0.667
O -5.968 -6.369 1.566
H -9.065 -3.667 2.162
H -9.160 -2.634 3.591
H -9.333 -4.388 3.754
H -6.761 -2.927 2.935
H -7.078 -3.655 4.500
H -7.765 -4.643 0.234
H -6.041 -4.434 -0.093
H -6.887 -3.299 0.973
C -1.688 -1.188 1.217
C -2.228 -1.551 2.583
O -2.010 -2.933 2.897
C -0.841 -3.397 3.411
C 0.318 -2.456 3.578
O -0.780 -4.574 3.652
H -0.603 -1.290 1.177
H -1.936 -0.152 0.984
H -2.128 -1.834 0.456
H -1.821 -0.911 3.366
H -3.312 -1.446 2.605
H 0.934 -2.529 2.681
H 0.921 -2.785 4.419
H 0.056 -1.414 3.717
C 2.697 2.645 0.669
C 2.331 2.927 2.107
O 1.867 1.750 2.794
C 2.707 0.847 3.331
C 4.194 0.970 3.104
O 2.236 -0.074 3.947
H 3.534 1.952 0.592
H 2.986 3.569 0.170
H 1.855 2.217 0.127
H 3.154 3.383 2.658
H 1.485 3.610 2.167
H 4.448 0.354 2.240
H 4.696 0.554 3.973
H 4.547 1.980 2.917
C 4.109 5.265 -5.481
C 3.666 5.440 -4.043
O 3.182 4.225 -3.462
C 4.011 3.309 -2.912
C 5.502 3.431 -3.107
O 3.524 2.399 -2.300
H 4.957 4.586 -5.561
H 4.403 6.229 -5.901
H 3.292 4.863 -6.078
H 4.453 5.867 -3.419
H 2.812 6.114 -3.993
H 5.783 2.810 -3.959
H 5.981 3.027 -2.219
H 5.860 4.442 -3.276
C 8.010 8.726 -1.733
C 6.577 8.268 -1.900
O 6.300 7.051 -1.194
C 5.967 7.014 0.117
C 6.084 8.266 0.951
O 5.626 5.962 0.583
H 8.232 8.983 -0.697
H 8.193 9.607 -2.349
H 8.695 7.937 -2.044
H 5.864 9.044 -1.620
H 6.382 8.012 -2.941
H 7.062 8.251 1.436
H 5.325 8.219 1.727
H 5.990 9.194 0.397
F -6.780 -4.439 -4.210
P -6.324 -2.929 -3.863
P -4.129 -3.237 -4.030
S -3.397 -3.883 -5.709
H -6.313 -2.408 -5.186
H -3.728 -1.948 -3.616
H -3.865 -4.007 -2.889

Output
SMILES: CCOC(C)=O.CCOC(C)=O.CCOC(C)=O.CCOC(C)=O.CCOC(C)=O.CCOC(C)=O.FP[PH2]=S
Total charge: 0
HOMO energy (eV): -8.14
HOMO-LUMO gap (eV): 8.437

***

2.
Formula: C8H8O3P
Source: the Open Molecules 2025 dataset
Level of theory: ωB97M-V with the def2-TZVPD basis set

Positions of all 20 atoms, in Å:
C -0.777 3.072 0.232
C -1.304 1.730 -0.456
O -1.229 1.499 -1.652
O -1.879 1.008 0.452
P -2.338 -0.760 0.188
O -2.833 -1.069 1.573
C -0.464 -1.217 0.017
C 0.164 -1.138 -1.237
C 1.541 -1.421 -1.389
C 2.274 -1.594 -0.224
C 1.623 -1.593 1.009
C 0.240 -1.512 1.139
H -1.640 3.413 0.820
H 0.031 2.630 0.816
H -0.426 3.643 -0.650
H -0.418 -0.876 -2.035
H 2.097 -1.273 -2.318
H 3.401 -1.601 -0.405
H 2.261 -1.703 2.029
H -0.326 -1.240 2.091

Output
SMILES: CC(=O)OP([O-])c1ccccc1
Relative energy (zero: lowest compared OMol25 entry of this formula, charge and spin) (eV): 1.741
Total charge: -1
HOMO energy (eV): -3.54
HOMO-LUMO gap (eV): 7.167

***

3.
Formula: C12H19ClO3Si
Source: the Open Molecules 2025 dataset
Level of theory: ωB97M-V with the def2-TZVPD basis set

Positions of all 36 atoms, in Å:
C 1.776 2.797 0.246
C 1.773 1.754 -0.883
O 1.598 0.473 -0.413
Si 0.102 -0.144 -0.118
O -1.012 1.128 -0.377
C -2.043 1.255 0.564
C -1.935 2.491 1.451
O 0.179 -0.777 1.428
C 1.445 -0.951 2.061
C 1.549 -0.172 3.343
C -0.428 -1.478 -1.306
C -1.086 -2.613 -0.830
C -1.476 -3.484 -1.799
C -1.206 -3.343 -3.166
Cl -1.561 -4.508 -4.340
C -0.482 -2.245 -3.570
C -0.083 -1.305 -2.667
H 0.781 2.844 0.728
H 1.915 3.810 -0.085
H 2.514 2.663 1.031
H 2.573 1.695 -1.710
H 0.875 1.879 -1.416
H -2.117 0.338 1.213
H -2.904 1.345 -0.021
H -2.820 2.889 1.815
H -1.551 3.316 0.798
H -1.337 2.420 2.367
H 1.502 -2.017 2.291
H 2.180 -0.648 1.357
H 2.444 -0.362 3.990
H 1.588 0.842 3.048
H 0.732 -0.265 3.993
H -1.500 -2.730 0.123
H -2.033 -4.407 -1.495
H -0.358 -2.101 -4.615
H 0.406 -0.389 -3.036

Output
SMILES: CCO[Si](OCC)(OCC)c1ccc(Cl)cc1
Relative energy (zero: lowest compared OMol25 entry of this formula, charge and spin) (eV): 0.925
Total charge: 0
HOMO energy (eV): -9.01
HOMO-LUMO gap (eV): 9.884

***

4.
Formula: C3H6N5O2
Source: the Open Molecules 2025 dataset
Level of theory: ωB97M-V with the def2-TZVPD basis set

Positions of all 16 atoms, in Å:
N 0.441 1.140 -2.108
C 0.694 0.428 -1.230
C 0.594 -0.669 -0.371
C -0.450 -0.604 0.689
N -0.896 -1.803 1.089
N -0.632 0.485 1.332
N 0.247 1.418 0.883
N 0.038 2.592 1.282
O -0.852 3.073 1.940
O 1.084 3.363 0.794
H 0.352 2.034 -2.741
H 1.524 -0.621 0.257
H 0.588 -1.614 -0.959
H -0.678 -2.714 0.713
H -1.664 -1.733 1.868
H 0.914 4.252 1.241

Output
SMILES: [NH+]#CCC(=[NH2+])/N=N/N([O-])O
Relative energy (zero: lowest compared OMol25 entry of this formula, charge and spin) (eV): 5.211
Total charge: +1
HOMO energy (eV): -12.52
HOMO-LUMO gap (eV): 8.199

***

5.
Formula: C3H3NO2
Source: the Open Molecules 2025 dataset
Level of theory: ωB97M-V with the def2-TZVPD basis set

Positions of all 9 atoms, in Å:
N 2.485 -0.921 0.017
C 1.532 -0.304 -0.337
C 0.487 0.799 -0.196
O 0.665 1.912 -0.171
C -0.836 0.236 0.013
O -0.989 -1.205 -0.304
H -0.897 0.378 1.119
H -1.776 0.913 -0.362
H -0.671 -1.809 0.220

Output
SMILES: N#CC(=O)CO
Relative energy (zero: lowest compared OMol25 entry of this formula, charge and spin) (eV): 3.327
Total charge: 0
HOMO energy (eV): -11.23
HOMO-LUMO gap (eV): 10.922

***

6.
Formula: C5H7ClINO2
Source: the Open Molecules 2025 dataset
Level of theory: ωB97M-V with the def2-TZVPD basis set

Positions of all 17 atoms, in Å:
C 0.735 0.421 -1.011
C 0.725 1.211 0.294
C -0.272 -0.673 -1.151
C 0.745 0.186 1.443
C -0.303 -0.813 1.227
N -1.612 -0.427 -1.510
O -2.327 -1.394 -1.841
O -2.006 0.747 -1.463
Cl 0.345 1.069 2.994
I -0.138 -2.805 1.696
H 0.470 1.182 -1.905
H 1.833 0.053 -1.100
H 1.555 1.867 0.179
H -0.109 1.821 0.667
H 0.012 -1.631 -1.492
H 1.605 -0.377 1.611
H -1.260 -0.435 1.360

Output
Relative energy (zero: lowest compared OMol25 entry of this formula, charge and spin) (eV): 3.082
Total charge: 0
HOMO energy (alpha / beta) (eV): -9.01 / -9.02
HOMO-LUMO gap (alpha / beta) (eV): 7.367 / 7.381